190
Properties=species:S:1:pos:R:3:forces:R:3 method="wB97M-V/def2-TZVPD" total_charge=-1 e_homo_ev=-7.85 total_energy_ha=-10416.38420 e_lumo_ha=0.0651 gap_ha=0.3536 mol_weight_g_mol=1576.6
As -0.1656 -1.2465 0.7360 -0.2 1.7 0.0
F 0.9422 -1.3952 2.0791 0.1 -0.3 -0.7
F 0.1806 -2.8824 0.1801 -0.5 0.8 0.4
F -1.3565 -0.9692 -0.5458 0.5 -0.7 0.6
F -0.4045 0.4389 1.2010 -0.1 -0.6 0.2
F 1.0825 -0.6279 -0.3393 0.0 -0.6 0.4
F -1.4249 -1.7432 1.8485 0.2 -0.3 -0.6
C -3.0689 -4.3647 0.8010 0.5 0.9 0.1
C -3.6462 -5.7662 0.9482 0.4 -0.6 0.1
C -4.6890 -5.9336 -0.1510 -0.8 0.4 -0.7
S -4.1567 -4.9055 -1.5653 1.1 0.9 -0.4
O -5.2171 -3.9848 -1.9240 -0.1 -0.3 0.4
O -3.5357 -5.6592 -2.6324 -0.4 -0.4 0.4
C -2.8175 -4.0425 -0.6757 -0.6 -0.9 0.1
H -2.1089 -4.1868 1.2864 -0.1 -0.4 0.4
H -3.7638 -3.6921 1.3095 0.0 0.3 -0.5
H -4.0533 -5.8664 1.9552 -0.4 0.0 -0.1
H -2.8765 -6.5414 0.9127 0.1 0.1 -0.4
H -5.6532 -5.4702 0.0712 0.2 0.2 0.4
H -4.9729 -6.9103 -0.5405 0.6 -0.2 0.2
H -2.7260 -2.9937 -0.9476 -0.3 0.0 0.1
H -1.9172 -4.5566 -1.0161 0.0 0.0 0.0
C 0.7488 3.1703 0.0227 -0.5 1.1 1.8
C 2.1314 3.4003 -0.6224 -0.6 0.0 0.0
C 1.8964 3.8502 -2.0551 -0.5 -1.0 -1.2
S 0.2165 3.2551 -2.5144 -0.6 0.7 0.3
O 0.2666 2.3059 -3.6036 0.3 -0.3 0.0
O -0.6589 4.3969 -2.6767 0.4 -0.2 0.1
C -0.1264 2.4212 -0.9442 0.9 -0.1 -0.9
H 0.2282 4.0698 0.3771 0.2 0.5 -0.8
H 0.7828 2.6897 1.0036 0.4 -0.8 -0.4
H 2.6072 2.4180 -0.6110 0.3 0.2 -0.2
H 2.7963 4.1226 -0.1505 -0.2 -0.1 0.5
H 2.5568 3.3427 -2.7601 0.1 0.1 0.0
H 1.8962 4.9077 -2.3081 0.0 0.1 0.5
H 0.2958 1.4258 -1.0919 -0.4 -0.2 0.1
H -1.1945 2.4087 -0.7437 0.0 0.1 0.0
C 3.2954 1.9715 2.6296 -0.4 1.2 -0.1
C 3.9960 1.2820 1.4502 1.1 0.1 0.7
C 4.8479 0.1746 2.0629 0.3 -1.2 0.9
S 4.1481 -0.2861 3.6732 -2.4 1.0 0.4
O 4.9861 0.1523 4.7717 0.2 -0.5 -0.5
O 3.5912 -1.6231 3.6162 0.7 0.2 0.2
C 2.7294 0.8941 3.5391 0.5 -0.4 -0.6
H 2.5681 2.7092 2.2756 -0.4 -0.5 -0.1
H 3.9308 2.6672 3.1871 0.6 -0.6 0.1
H 4.7606 1.9181 1.0021 -0.6 0.4 -0.4
H 3.2882 0.9335 0.7019 0.0 -0.2 0.1
H 5.8578 0.4712 2.3481 0.0 0.3 -0.3
H 4.9062 -0.7867 1.5524 -0.1 0.2 -0.3
H 2.3463 1.2444 4.4939 0.3 -0.2 0.2
H 1.9702 0.3061 3.0186 -0.1 0.1 0.0
C 4.5546 -3.1871 -0.8506 0.0 1.3 0.1
C 3.4610 -4.0458 -1.4836 -0.4 -0.1 -0.2
C 3.8194 -5.4601 -1.0789 1.2 -0.2 0.1
S 5.6276 -5.5747 -1.4324 -0.9 0.5 -0.2
O 5.7860 -5.7294 -2.8712 0.2 0.0 0.9
O 6.2766 -6.4742 -0.4978 -0.2 0.3 -0.6
C 5.9412 -3.8327 -0.9591 0.0 -0.8 0.6
H 4.3213 -3.0309 0.2068 0.0 -0.6 0.1
H 4.5532 -2.1424 -1.1738 0.0 -0.2 -0.6
H 3.3599 -3.9735 -2.5687 0.5 0.1 -0.1
H 2.4726 -3.7421 -1.1298 0.1 -0.1 0.3
H 3.3365 -6.2836 -1.5980 -0.1 0.1 0.0
H 3.8275 -5.5667 0.0089 -0.4 -0.2 0.0
H 6.6973 -3.4213 -1.6231 -0.3 0.1 -0.3
H 6.3658 -3.8926 0.0424 0.2 -0.1 -0.1
C 1.1255 -6.8162 1.8223 1.3 0.3 0.6
C 0.4041 -5.4912 1.9594 -0.8 1.4 1.9
C 1.3561 -4.4226 2.5640 1.3 -1.0 -2.0
S 2.5474 -5.3059 3.5761 -1.3 0.9 -0.4
O 2.0901 -5.1314 4.9460 0.6 -0.5 -0.2
O 3.8724 -4.9319 3.1550 0.2 -0.4 0.3
C 2.1405 -6.9924 2.9928 0.0 0.5 0.5
H 1.8228 -6.7580 0.9844 -0.6 -0.3 -0.5
H 0.3963 -7.6170 1.7373 0.3 -0.2 -0.2
H -0.4114 -5.5758 2.6863 -0.3 -0.3 -0.3
H 0.0093 -5.0908 1.0295 -0.1 -0.3 -0.1
H 1.0696 -3.4884 3.0331 -0.6 -0.3 0.2
H 1.9164 -4.1357 1.6681 0.4 0.4 0.3
H 1.8355 -7.4817 3.9173 -0.4 -0.2 -0.3
H 3.0863 -7.4158 2.6612 -0.1 -0.1 0.0
C -1.4385 -1.6440 -4.4079 0.1 -1.3 -0.2
C -0.3136 -0.8230 -3.7699 -0.2 0.9 -0.8
C 0.5689 -1.7642 -2.9940 0.1 -1.2 0.2
S 0.6670 -3.3022 -3.9718 -1.7 0.8 -0.2
O 0.1469 -4.3818 -3.1494 0.8 -0.1 -0.2
O 1.9315 -3.3974 -4.6870 -0.6 -0.1 0.5
C -0.7236 -2.8123 -5.0880 1.2 -0.3 -0.6
H -1.9815 -1.1835 -5.2328 -0.1 0.7 0.4
H -2.1534 -1.9885 -3.6582 0.0 0.0 0.0
H -0.7333 -0.0441 -3.1358 0.2 0.0 0.1
H 0.2275 -0.3334 -4.5835 0.1 0.1 0.2
H 0.0440 -2.0207 -2.0782 0.1 -0.3 0.0
H 1.6007 -1.5389 -2.7348 -0.1 0.6 -0.2
H -1.2434 -3.7028 -5.4389 -0.4 0.0 0.7
H -0.2858 -2.4294 -6.0155 0.4 0.1 0.2
C -0.3185 -2.6127 5.4761 -0.9 0.2 -0.3
C -0.8978 -2.6500 6.8721 0.0 0.8 0.8
C -0.4932 -1.3604 7.6062 -0.2 0.4 -0.2
S -0.6641 -0.0165 6.3269 -0.2 -2.2 0.5
O 0.4340 0.9206 6.4048 -0.4 0.0 -0.1
O -2.0526 0.4157 6.3769 0.7 0.3 -0.1
C -0.4868 -1.1876 4.9398 1.0 0.6 -0.5
H -0.9233 -3.3108 4.8941 0.4 0.0 -0.4
H 0.7229 -2.9279 5.4547 0.0 0.0 0.0
H -0.5845 -3.5687 7.3670 -0.1 0.2 0.3
H -1.9881 -2.5819 6.8628 0.0 -0.5 -0.3
H 0.5101 -1.3678 8.0286 0.1 0.1 -0.2
H -1.2323 -1.0917 8.3596 0.2 0.0 0.2
H 0.4421 -0.9048 4.4435 -0.2 0.2 -0.1
H -1.3068 -1.0168 4.2459 -0.1 -0.1 0.1
C 6.8748 1.3851 -8.1608 0.4 0.4 -0.9
C 5.4769 1.8872 -7.8486 -0.3 -0.4 -0.5
O 4.9178 1.0470 -6.8261 -0.6 0.2 0.7
P 3.9357 1.7045 -5.7145 0.1 -0.2 -0.7
O 4.6217 2.7004 -4.8684 -0.7 -0.6 -0.4
O 2.7352 2.3031 -6.6065 0.6 -0.4 1.0
C 1.8031 1.4291 -7.2427 -1.1 0.3 -1.2
C 1.2699 2.1378 -8.4914 0.6 0.6 -0.8
O 3.2998 0.3985 -5.0354 -0.2 1.0 -0.6
C 3.9425 -0.2523 -3.9392 1.0 0.2 0.9
C 3.6631 0.4539 -2.6155 -0.5 1.1 -0.6
H 7.4927 1.1241 -7.3057 -0.3 0.0 0.2
H 6.8304 0.5520 -8.8647 -0.2 -0.4 0.5
H 7.4369 2.1085 -8.7601 -0.1 0.4 0.3
H 5.3511 2.9503 -7.6401 0.5 0.0 0.6
H 4.8673 1.7608 -8.7485 -0.1 -0.2 0.0
H 2.2683 0.5082 -7.5942 0.2 -0.1 0.3
H 0.9615 1.1881 -6.5953 0.3 0.0 0.4
H 0.5525 1.5817 -9.0968 0.0 -0.5 0.4
H 0.8193 3.1250 -8.3757 0.0 -0.1 0.7
H 2.1134 2.3281 -9.1632 0.1 -0.1 0.0
H 3.6659 -1.3055 -3.9351 -0.2 0.1 -0.3
H 5.0205 -0.1681 -4.1044 0.0 -0.4 0.0
H 3.9602 1.4958 -2.7701 0.3 -0.1 0.2
H 2.5971 0.5516 -2.3956 0.0 -0.5 0.1
H 4.2223 0.0669 -1.7659 -0.1 -0.3 -0.1
C -4.3192 0.6411 3.0079 -0.7 1.9 0.1
C -4.4391 0.1591 1.5806 1.8 -1.7 1.0
O -3.8423 1.1339 0.7151 -0.7 0.4 -0.6
P -4.7566 1.9366 -0.3370 -0.2 -0.9 -0.4
O -4.1101 3.1085 -0.9316 0.0 -0.4 0.4
O -5.2518 0.7996 -1.3859 -0.4 1.2 1.7
C -4.3150 0.1712 -2.2608 0.5 0.4 0.0
C -5.0736 -0.7701 -3.1713 1.6 0.4 -0.7
O -6.1002 2.2072 0.4905 1.2 0.0 -0.4
C -6.2215 3.3833 1.3309 -2.2 -0.3 -0.4
C -7.4771 4.0609 0.7866 -0.5 1.3 1.4
H -3.3190 0.8195 3.4032 0.3 -0.7 -0.3
H -4.6924 1.6743 2.9727 -0.3 -0.1 0.3
H -4.9252 0.1152 3.7437 0.1 -0.3 -0.1
H -3.7948 -0.7248 1.5212 0.1 0.0 -0.4
H -5.4214 -0.2547 1.3568 -0.3 0.9 -0.5
H -3.7677 0.9589 -2.7931 -0.4 0.0 -0.3
H -3.5206 -0.3136 -1.6803 -0.3 -0.4 0.1
H -4.3526 -0.9474 -3.9794 -0.1 -0.4 0.0
H -5.2756 -1.7310 -2.7079 -0.5 0.1 0.0
H -5.8801 -0.2654 -3.6989 -0.4 -0.2 0.5
H -6.5018 2.9957 2.3121 0.2 0.0 0.1
H -5.3964 4.0742 1.4933 0.5 -0.4 -0.8
H -7.4465 4.6130 -0.1501 0.5 -0.5 -0.3
H -8.3305 3.3854 0.8136 0.2 -0.3 -0.4
H -7.7794 4.8272 1.5185 0.2 0.0 0.0
C -1.8121 8.6993 4.6677 0.0 -0.5 -0.6
C -0.9631 7.5892 4.0652 0.7 0.5 1.6
O -1.2499 7.3288 2.7070 -0.2 -0.6 -0.6
P -2.0327 6.0047 2.2631 0.3 -0.4 -0.3
O -2.0489 5.7184 0.8256 0.1 0.6 0.5
O -1.3335 4.8753 3.1526 -0.7 0.9 -0.4
C -1.7800 3.5289 2.9517 0.9 -1.6 0.2
C -0.7152 2.6027 3.5573 -1.0 -0.1 0.3
O -3.4927 6.1575 2.9087 0.1 -0.3 0.1
C -4.5393 6.7690 2.1615 -1.1 0.8 -0.2
C -4.4632 8.2811 2.1782 0.7 0.4 0.2
H -1.5388 8.8196 5.7152 -0.2 -0.1 0.1
H -1.5988 9.6373 4.1545 -0.3 0.0 0.0
H -2.8512 8.3996 4.5465 -0.1 0.4 0.3
H 0.0737 7.9218 4.1816 0.1 -0.2 -0.6
H -1.0276 6.6942 4.6881 -0.2 -0.1 -0.3
H -2.7542 3.3626 3.4137 0.0 0.2 0.2
H -1.8695 3.2235 1.9065 -0.1 0.7 -0.2
H -1.0602 1.5717 3.4487 0.0 0.0 -0.2
H 0.2360 2.6682 3.0359 0.1 0.2 0.1
H -0.6299 2.7577 4.6326 0.3 0.2 -0.1
H -4.6157 6.4450 1.1220 0.6 -0.4 0.1
H -5.5082 6.5224 2.6036 0.3 -0.5 0.3
H -4.6594 8.7265 3.1549 -0.3 -0.2 0.1
H -3.4457 8.6034 1.9468 -0.1 0.1 -0.4
H -5.1610 8.6982 1.4525 0.0 0.0 0.0